Record 1
# C6H16NO

A 2-piece molecular cluster, C6H16NO overall in a non-equilibrium geometry (the ωB97M-V functional and the def2-TZVPD basis, the OMol25 dataset).

```
24
Properties=species:S:1:pos:R:3:mulliken_charge:R:1
C -0.99165 0.36881 -1.10723 -0.39
O -2.12117 -0.46367 -1.51589 -0.39
C 0.38709 -0.12856 -1.12558 0.03
C 0.96117 -0.80586 0.04838 -0.30
C 1.15416 0.21063 1.23268 -0.82
C 2.19765 1.25316 1.05178 -0.14
C 3.62994 0.74688 0.94020 -1.16
N -5.49618 -1.30886 -0.82912 -0.65
H -1.31366 0.70699 -0.11372 0.23
H -1.07021 1.20614 -1.84692 0.31
H -1.72766 -1.26206 -1.89504 0.34
H 0.82681 -0.35207 -2.06485 0.38
H 1.88295 -1.38596 -0.09084 0.39
H 0.24826 -1.53513 0.41215 0.35
H 1.28434 -0.34625 2.17395 0.39
H 0.19393 0.74728 1.33990 0.34
H 1.99347 1.85780 0.12076 0.21
H 2.06551 1.86274 1.97938 0.30
H 3.80888 -0.30607 1.45520 0.28
H 4.08359 0.90369 -0.08153 0.30
H 4.40345 1.36874 1.46344 0.36
H -5.74813 -1.84215 -0.00370 0.23
H -4.54609 -1.05866 -0.72414 0.19
H -6.10646 -0.43757 -0.81926 0.24
```

Its net charge is +1. The energy above the lowest of the compared OMol25 structures with the same formula, charge and spin is 495.7 kJ/mol. Its LUMO energy is -7.96 eV. The calculation puts the orbital gap at 4.29 eV.

=====

Record 2
# C6H16NO

A 2-piece molecular cluster, C6H16NO overall in a non-equilibrium geometry (the ωB97M-V functional and the def2-TZVPD basis, the OMol25 dataset).

```
24
Properties=species:S:1:pos:R:3:mulliken_charge:R:1
C -2.20628 -0.17683 -1.07139 -0.57
C -1.29183 -0.62786 0.25847 -0.76
C 0.15924 -0.16449 0.15084 -0.83
C 1.49761 -0.35538 2.26766 -0.99
C 0.77054 0.42967 1.41882 0.16
C 0.49348 1.93755 1.50823 -0.94
N -1.72790 -1.24700 -1.97594 -0.32
H -1.92854 0.86228 -1.32366 0.37
H -3.37955 -0.24964 -0.94113 0.31
H -1.75657 0.01503 1.10417 0.33
H -1.52369 -1.62208 0.50876 0.49
H 0.75312 -1.05183 -0.15106 0.60
H 0.24818 0.58592 -0.70983 0.59
H 1.71263 -1.36596 1.82495 0.22
H 1.96132 -0.04153 3.19537 0.36
H -0.43113 2.07638 0.94251 0.25
H 0.25666 2.26043 2.56400 0.34
H 1.24296 2.45842 0.92368 0.29
H -0.67218 -1.32234 -2.00537 0.32
H -2.14568 -2.14052 -1.65346 0.38
H -1.91985 -1.20255 -3.01815 0.38
H 2.64481 0.68838 -2.21972 0.31
H 2.26156 0.82266 -0.70995 0.32
O 2.27934 0.21251 -1.46192 -0.61
```

Its net charge is +1. The energy above the lowest of the compared OMol25 structures with the same formula, charge and spin is 261.5 kJ/mol. Its LUMO energy is -3.63 eV. The calculation puts the orbital gap at 8.87 eV.

=====

Record 3
# C6H16NO

A 3-piece molecular cluster, C6H16NO overall in a non-equilibrium geometry (the ωB97M-V functional and the def2-TZVPD basis, the OMol25 dataset).

```
24
Properties=species:S:1:pos:R:3:mulliken_charge:R:1
C 2.91516 0.42216 -0.60775 -1.48
C 1.46743 0.46455 -0.12437 0.41
C 0.40814 0.39747 -1.29687 -0.58
C -1.09963 0.35627 -0.94076 -0.52
C -2.29091 -1.88219 -1.29691 -0.79
C -1.57096 -1.01276 -0.58626 -0.11
N 1.15412 1.38154 0.82396 -0.15
H 3.05866 -0.40987 -1.30370 0.40
H 3.69054 0.42137 0.14474 0.45
H 3.04574 1.32914 -1.21737 0.40
H 1.35100 -0.55453 0.36489 0.23
H 0.64365 -0.45577 -1.93576 0.41
H 0.56987 1.33437 -1.84990 0.40
H -1.25625 0.84991 0.03150 0.29
H -1.65578 0.97987 -1.63061 0.45
H -2.66877 -1.67808 -2.30979 0.26
H -2.51766 -2.84763 -0.88141 0.28
H -2.39383 -0.17038 3.49156 0.11
H -0.05445 0.70826 1.72839 0.35
H -1.01398 -1.45017 0.23146 0.19
H 1.94302 2.04433 1.06141 0.35
H -0.86285 0.40219 2.98160 0.32
H -2.42928 -0.58532 2.87604 -0.09
O -0.43299 -0.04474 2.24590 -0.58
```

Its net charge is +1. The energy above the lowest of the compared OMol25 structures with the same formula, charge and spin is 748.3 kJ/mol. Its LUMO energy is -8.93 eV. The calculation puts the orbital gap at 4.14 eV.

=====

Record 4
# C6H16NO

An isolated ion of composition C6H16NO and charge +1 in a non-equilibrium geometry (the ωB97M-V functional and the def2-TZVPD basis, the OMol25 dataset).

```
24
Properties=species:S:1:pos:R:3:mulliken_charge:R:1
N -0.61349 1.79500 2.43647 -0.35
C -0.10496 0.82802 1.27781 -0.56
C -0.51376 -0.62727 1.22805 -0.50
C -1.46123 -1.35839 0.21275 -0.75
C -1.05150 -0.86143 -1.17316 -0.69
C 0.32913 -0.90458 -1.77678 -0.60
C 1.55865 -0.35853 -1.21612 -0.52
O 1.86156 1.02329 -1.33103 -0.51
H -1.44518 2.29488 2.15179 0.36
H -0.00863 2.70005 2.46864 0.40
H -0.73762 1.30488 3.33335 0.35
H 0.94464 1.04056 1.24597 0.38
H -0.50356 1.27490 0.33830 0.24
H -1.25348 -0.97394 2.17188 0.34
H 0.39926 -1.19153 1.27306 0.37
H -2.50653 -1.29165 0.50015 0.45
H -1.21715 -2.46116 0.27814 0.28
H -1.30911 0.18871 -1.21474 0.32
H -1.71025 -1.40910 -1.95010 0.31
H 0.48433 -1.93993 -1.86979 0.38
H 0.25073 -0.54444 -2.78694 0.40
H 2.40081 -0.91807 -1.77318 0.32
H 1.96667 -0.65009 -0.19355 0.22
H 1.10905 1.51772 -1.69532 0.35
```

Its net charge is +1. The energy above the lowest of the compared OMol25 structures with the same formula, charge and spin is 323.6 kJ/mol. The SMILES is [NH3+]CCCCCCO. Its LUMO energy is -3.86 eV. The calculation puts the orbital gap at 9.10 eV.

=====

Record 5
# C6H16NO2Si

A 2-piece molecular cluster, C6H16NO2Si overall (the ωB97M-V functional and the def2-TZVPD basis, the OMol25 dataset).

```
26
Properties=species:S:1:pos:R:3:mulliken_charge:R:1
C 3.41532 0.87893 0.54012 -0.43
C 3.72490 -0.61165 0.29922 -0.32
C 2.07180 -0.00586 -1.05179 0.01
C -1.22084 1.65894 -0.92995 -1.03
C -2.37706 0.09488 1.58068 -1.02
C -2.15905 -1.33695 -1.22361 -0.97
N 2.38642 1.11020 -0.46464 0.00
O 2.79066 -1.01202 -0.72608 -0.32
O 0.16697 -0.42861 0.29064 -0.41
Si -1.43516 -0.02142 -0.06214 0.30
H 3.02006 1.06990 1.54112 0.28
H 4.27504 1.52903 0.36750 0.34
H 4.73207 -0.79481 -0.08238 0.30
H 3.55625 -1.24122 1.17522 0.29
H 1.33792 -0.10961 -1.83615 0.50
H -0.68290 2.37581 -0.31623 0.28
H -0.71105 1.57602 -1.88585 0.32
H -2.19716 2.08751 -1.13198 0.37
H -3.41427 0.36688 1.41811 0.34
H -2.37560 -0.85457 2.11051 0.33
H -1.94696 0.84053 2.24410 0.30
H -1.57456 -1.45147 -2.13284 0.32
H -2.20746 -2.31151 -0.74486 0.32
H -3.16927 -1.07889 -1.52209 0.35
H 0.26982 -1.17123 0.88404 0.27
H 1.89268 1.98473 -0.56398 0.27
```

Its net charge is +1. The energy above the lowest of the compared OMol25 structures with the same formula, charge and spin is 0.0 kJ/mol. Its LUMO energy is -3.04 eV. The calculation puts the orbital gap at 10.61 eV.

=====

Record 6
# C6H16NO5P3S

One molecule with the formula C6H16NO5P3S in a non-equilibrium geometry (the ωB97M-V functional and the def2-TZVPD basis, the OMol25 dataset).

```
32
Properties=species:S:1:pos:R:3:mulliken_charge:R:1
C 3.24997 0.01511 -0.88606 -1.12
C 2.07966 0.91591 -1.33973 -0.34
C 0.95815 0.04184 -1.98646 -0.68
C -0.43716 0.37820 -1.42445 -1.36
P -0.70684 0.01452 0.38907 1.16
C 0.54587 0.26245 1.71396 -1.56
N -2.44281 -0.46030 0.85517 -0.63
C -2.66850 -0.47466 2.04940 0.51
S -2.76524 -0.83958 3.57832 -0.32
P -1.30236 2.19779 0.63182 -0.08
O -2.84497 2.35731 0.02908 -0.46
O -1.35181 2.53443 2.25151 -0.35
P -0.26816 -2.17909 0.17235 0.64
O 1.15436 -2.50430 0.21790 -0.65
O -0.83933 -2.60795 -1.31105 -0.59
O -1.12888 -3.09802 1.20680 -0.51
H 3.34559 -0.88444 -1.48895 0.30
H 4.17756 0.58962 -0.86560 0.38
H 3.08818 -0.31910 0.14106 0.18
H 1.67223 1.50393 -0.51966 0.25
H 2.47673 1.57512 -2.11102 0.43
H 1.19828 -1.01762 -1.96139 0.40
H 0.93238 0.34132 -3.03828 0.44
H -1.24927 -0.07842 -1.99623 0.52
H -0.56364 1.45698 -1.55513 0.76
H 1.41868 -0.38689 1.63855 0.34
H 0.91207 1.28929 1.62413 0.55
H 0.11630 0.16931 2.71275 0.39
H -3.05787 1.64731 -0.58813 0.33
H -1.94592 3.26569 2.45826 0.32
H -1.78731 -2.42003 -1.35932 0.38
H -1.96593 -3.28574 0.76130 0.35
```

Its net charge is 0. The SMILES is CCCCP(C)(N=C=S)(P(O)O)P(=O)(O)O. Its LUMO energy is -0.11 eV. The calculation puts the orbital gap at 7.44 eV.

=====

Record 7
# C6H16O

A 2-piece molecular cluster, C6H16O overall in a non-equilibrium geometry (the ωB97M-V functional and the def2-TZVPD basis, the OMol25 dataset).

```
23
Properties=species:S:1:pos:R:3:mulliken_charge:R:1
C 2.61508 1.38657 1.03357 -1.21
C 2.29573 -0.06190 1.40127 -0.35
C 0.84639 -0.36700 1.44548 -0.53
C 0.02116 0.05997 0.13495 0.87
C -1.46305 -0.04927 0.30487 -1.47
C 0.50011 -0.36678 -1.19869 -1.42
H 2.29051 1.56711 0.00664 0.34
H 3.69089 1.58726 0.98515 0.37
H 2.21383 2.11157 1.73170 0.34
H 2.86013 -0.73883 0.77139 0.34
H 2.69534 -0.25202 2.41429 0.36
H 0.67648 -1.43904 1.47904 0.37
H 0.36609 0.17213 2.25406 0.39
H 0.38942 1.14436 0.23451 0.19
H -1.77559 0.65658 1.06550 0.41
H -1.98832 0.14764 -0.62844 0.44
H -1.78018 -1.04905 0.62312 0.36
H 0.19251 -1.40026 -1.41637 0.39
H 1.57531 -0.29299 -1.31792 0.39
H 0.05477 0.21792 -2.00094 0.40
H -4.98379 -0.78599 -3.70672 0.32
H -5.71781 -1.57695 -2.66245 0.32
O -5.57502 -0.67103 -2.95400 -0.64
```

The spin multiplicity is 2. Its net charge is +1. The energy above the lowest of the compared OMol25 structures with the same formula, charge and spin is 6.2 kJ/mol. Its LUMO energy (alpha / beta) is -2.73 / -9.50 eV. The calculation puts the orbital gap (alpha / beta) at 11.03 / 4.25 eV.

=====

Record 8
# C6H16O2

A 2-piece molecular cluster, C6H16O2 overall in a non-equilibrium geometry (the ωB97M-V functional and the def2-TZVPD basis, the OMol25 dataset).

```
24
Properties=species:S:1:pos:R:3:mulliken_charge:R:1
C 0.94259 -1.47314 -2.87402 -1.25
C 1.56302 -0.18225 -2.39463 0.44
C 1.56789 -0.01413 -0.90251 -0.59
O 0.80626 0.91687 -2.86562 -0.54
H 1.33233 -2.40793 -2.43712 0.34
H 1.09790 -1.50345 -3.96561 0.34
H -0.14068 -1.41631 -2.67423 0.31
H 2.61819 -0.17351 -2.73585 0.22
H 2.09603 -0.81888 -0.36395 0.48
H 0.53999 0.05694 -0.50883 -0.37
H 2.08638 0.93949 -0.70654 0.33
H 0.91638 0.98383 -3.83711 0.33
C -2.31815 0.73496 1.43801 -1.08
C -1.45086 -0.02045 2.44303 0.40
C -0.38413 0.84907 3.13556 -1.08
O -0.76083 -1.04829 1.74784 -0.53
H -1.70571 1.06827 0.58335 0.24
H -2.85358 1.60749 1.84865 0.35
H -3.06120 0.00512 1.07495 0.30
H -2.09570 -0.53046 3.18731 0.26
H 0.38173 1.19434 2.42082 0.21
H 0.11573 0.28836 3.94324 0.30
H -0.87930 1.73166 3.57427 0.33
H -0.41428 -0.78760 0.86901 0.24
```

Its net charge is 0. The energy above the lowest of the compared OMol25 structures with the same formula, charge and spin is 46.3 kJ/mol. The SMILES is CC(C)O.CC(C)O. Its LUMO energy is 0.82 eV. The calculation puts the orbital gap at 10.83 eV.

=====

Record 9
# C6H16O2

A 2-piece molecular cluster, C6H16O2 overall in a non-equilibrium geometry (the ωB97M-V functional and the def2-TZVPD basis, the OMol25 dataset).

```
24
Properties=species:S:1:pos:R:3:mulliken_charge:R:1
C -0.45593 -0.72853 -2.31303 -1.59
C 0.41562 -1.58144 -1.43172 0.83
C 1.85821 -1.10384 -1.65044 -1.69
C 0.03201 -1.49151 0.09256 -0.87
C 1.00039 -0.70182 1.00305 -0.14
C 0.50011 -0.51540 2.38885 -0.65
O 1.07452 0.65471 2.98601 -0.56
H -1.50631 -1.02451 -2.35522 0.37
H -0.02526 -0.65466 -3.33114 0.41
H -0.39565 0.34084 -2.03826 0.34
H 0.30123 -2.62742 -1.73607 0.24
H 2.54421 -1.67247 -1.01032 0.39
H 2.07389 -0.03973 -1.63771 0.33
H 2.15431 -1.33969 -2.69213 0.48
H -0.26029 -2.47402 0.45702 0.38
H -0.95089 -0.96739 0.08736 0.30
H 1.99051 -1.17496 0.93446 0.25
H 1.21482 0.25851 0.53076 0.27
H -0.55022 -0.24871 2.49582 0.34
H 0.54236 -1.41022 3.02678 0.28
H 1.99002 0.59670 3.30587 0.30
O -4.84181 6.14745 0.84694 -0.65
H -4.78211 5.27592 1.24705 0.32
H -3.92376 6.48219 0.79353 0.32
```

Its net charge is 0. The energy above the lowest of the compared OMol25 structures with the same formula, charge and spin is 84.9 kJ/mol. The SMILES is CC(C)CCCO.O. Its LUMO energy is 0.88 eV. The calculation puts the orbital gap at 11.20 eV.

=====

Record 10
# C6H16O2

A 3-piece molecular cluster, C6H16O2 overall in a non-equilibrium geometry (the ωB97M-V functional and the def2-TZVPD basis, the OMol25 dataset).

```
24
Properties=species:S:1:pos:R:3:mulliken_charge:R:1
C 2.38389 2.11084 0.69585 -1.44
C 1.15009 1.86985 -0.08771 -0.21
C 0.19283 0.96133 -0.03260 0.74
C -0.14563 0.13492 1.21346 -0.97
C -0.61351 0.70129 -1.30402 -0.10
C -1.30593 1.98813 -1.69229 -0.99
H 3.18101 2.54173 -0.04479 0.28
H 2.95252 1.41542 1.19983 0.47
H 2.24031 2.96494 1.34481 0.31
H 1.06624 2.57746 -0.93258 0.19
H 0.85425 0.13032 1.85736 0.21
H -0.94774 0.51112 1.84857 0.29
H -0.79258 -0.73940 0.91009 0.24
H 0.17400 0.40823 -1.98814 0.35
H -1.43223 -0.10609 -1.21750 -0.20
H -2.29424 1.88653 -1.27309 0.30
H -0.77782 2.95322 -1.46880 0.27
H -1.69155 2.18071 -2.78389 0.27
O 2.19497 -3.82490 1.79991 -0.65
H 1.86685 -3.94780 0.91414 0.32
H 1.78673 -3.04327 2.24845 0.33
O -3.31700 -2.61452 -0.70341 -0.63
H -3.12787 -1.76670 -1.00792 0.32
H -4.05213 -3.04914 -1.13471 0.31
```

Its net charge is 0. The energy above the lowest of the compared OMol25 structures with the same formula, charge and spin is 260.1 kJ/mol. The SMILES is C/C=C(\C)CC.O.O. Its LUMO energy is 0.61 eV. The calculation puts the orbital gap at 9.23 eV.